[1]
112
Properties=species:S:1:pos:R:3 method="wB97M-V/def2-TZVPD" total_charge=0 homo_lumo_gap_ev=10.4 largest_force_ev_per_a=6.0 multiplicity=1 smiles="C[C@H]1COC(=O)O1.C[C@H]1COC(=O)O1.C[C@H]1COC(=O)O1.C[C@H]1COC(=O)O1.O=S1(=O)OCCO1.O=S1(=O)OCCO1.O=S1(=O)OCCO1.O=S1(=O)OCCO1.O=S1(=O)OCCO1.ClC(Cl)Cl"
C 5.606 4.717 -1.998
C 6.324 3.534 -1.366
C 5.707 2.583 -0.389
O 5.704 1.321 -1.068
C 6.566 1.396 -2.081
O 7.028 0.471 -2.779
O 6.731 2.655 -2.367
H 4.576 4.542 -2.309
H 6.159 4.918 -2.915
H 5.611 5.499 -1.239
H 7.265 3.982 -1.049
H 4.719 3.037 -0.310
H 6.223 2.637 0.569
C 0.129 -0.726 -0.647
C 0.634 0.310 0.355
C 2.070 0.187 0.734
O 2.651 1.395 0.302
C 1.718 2.295 -0.015
O 2.021 3.438 -0.226
O 0.481 1.624 -0.101
H 0.729 -0.583 -1.546
H -0.939 -0.685 -0.863
H 0.308 -1.756 -0.337
H -0.024 0.251 1.222
H 2.384 -0.621 0.073
H 2.235 -0.150 1.757
C -5.204 -1.974 -4.495
C -3.824 -1.949 -3.741
C -3.106 -0.654 -3.816
O -2.710 -0.401 -2.506
C -3.386 -1.185 -1.716
O -3.346 -0.976 -0.510
O -4.153 -2.044 -2.418
H -6.030 -1.276 -4.359
H -5.637 -2.967 -4.379
H -4.911 -1.722 -5.515
H -3.140 -2.790 -3.858
H -3.687 0.182 -4.208
H -2.269 -0.637 -4.515
C -3.172 -5.075 -1.494
C -1.697 -4.930 -1.326
C -1.026 -5.813 -2.358
O -0.354 -4.789 -3.141
C -0.674 -3.574 -2.813
O -0.364 -2.555 -3.355
O -1.490 -3.577 -1.727
H -3.469 -4.772 -2.498
H -3.748 -4.353 -0.915
H -3.493 -6.082 -1.231
H -1.246 -5.196 -0.370
H -1.648 -6.428 -3.008
H -0.328 -6.550 -1.961
O 1.588 2.779 3.353
S 2.197 1.897 4.351
O 3.413 1.173 4.044
O 2.274 2.535 5.898
C 1.576 1.705 6.790
C 0.518 0.938 6.048
O 0.954 0.791 4.722
H 2.125 0.874 7.235
H 1.225 2.320 7.618
H -0.314 1.639 6.125
H -0.062 0.142 6.514
O 0.700 -4.914 0.530
S 1.327 -3.908 1.354
O 2.300 -2.955 0.828
O 0.077 -3.010 2.055
C 0.555 -2.662 3.378
C 1.177 -3.994 3.920
O 1.789 -4.588 2.840
H 1.254 -1.830 3.455
H -0.352 -2.266 3.835
H 0.348 -4.643 4.203
H 1.872 -3.956 4.759
O -1.576 2.584 3.013
S -2.818 3.283 2.638
O -3.485 4.179 3.630
O -2.657 3.863 1.083
C -2.699 2.879 0.176
C -3.514 1.717 0.888
O -3.936 2.209 2.099
H -3.331 3.276 -0.619
H -1.665 2.639 -0.071
H -2.822 0.884 1.009
H -4.355 1.420 0.260
O -2.274 -0.890 2.457
S -3.260 -0.816 3.624
O -2.778 -0.007 4.716
O -4.792 -0.505 3.116
C -5.408 -1.644 2.552
C -4.582 -2.869 3.085
O -3.773 -2.370 4.100
H -6.447 -1.749 2.864
H -5.273 -1.454 1.487
H -3.869 -3.167 2.316
H -5.215 -3.660 3.486
O 0.977 2.460 -5.730
S 1.327 1.254 -5.001
O 0.554 0.031 -5.200
O 2.951 1.015 -5.322
C 3.767 1.267 -4.220
C 2.901 1.991 -3.178
O 1.608 1.599 -3.448
H 4.018 0.246 -3.934
H 4.751 1.677 -4.445
H 2.996 3.072 -3.283
H 3.061 1.614 -2.168
Cl 0.223 6.171 0.362
C 1.311 6.221 -1.126
Cl 2.860 6.711 -0.416
Cl 0.767 7.430 -2.361
H 1.413 5.192 -1.468

***

[2]
78
Properties=species:S:1:pos:R:3 method="wB97M-V/def2-TZVPD" total_charge=-1 homo_lumo_gap_ev="3.9 / 3.1" largest_force_ev_per_a=4.1 multiplicity=1
Sc 1.748 0.393 1.961
Cl 3.418 1.908 2.458
P 0.482 0.472 -0.246
C -2.945 -1.263 2.403
H -2.730 -0.912 3.421
H -3.561 -0.537 1.857
C 2.361 0.647 -0.570
C -0.350 2.156 -0.225
C 2.709 0.993 -2.024
H 2.651 1.508 0.071
C 4.190 1.372 -2.114
H 2.511 0.116 -2.658
H 2.088 1.814 -2.406
C 5.108 0.276 -1.562
H 4.441 1.575 -3.162
H 4.354 2.306 -1.557
C 4.681 -0.256 -0.190
H 5.132 -0.557 -2.278
H 6.133 0.662 -1.504
C 3.173 -0.583 -0.111
H 5.257 -1.155 0.059
H 4.910 0.489 0.584
H 2.940 -1.434 -0.763
H 2.967 -0.954 0.939
C -0.250 -0.512 -1.631
C -1.876 1.975 -0.342
H -0.131 2.542 0.793
C -2.611 3.317 -0.248
H -2.123 1.494 -1.302
H -2.242 1.298 0.445
C -2.065 4.362 -1.229
H -3.680 3.155 -0.431
H -2.516 3.700 0.777
C -0.539 4.505 -1.162
H -2.358 4.085 -2.251
H -2.529 5.333 -1.023
C 0.205 3.164 -1.238
H -0.189 5.155 -1.972
H -0.268 4.995 -0.217
H 0.117 2.760 -2.258
H 1.277 3.341 -1.061
C 0.450 -1.871 -1.813
H -1.276 -0.711 -1.264
C -0.316 -2.755 -2.809
H 1.474 -1.712 -2.185
H 0.542 -2.401 -0.852
C -0.575 -2.053 -4.147
H 0.249 -3.681 -2.975
H -1.277 -3.040 -2.359
C -1.165 -0.647 -3.977
H 0.368 -1.983 -4.706
H -1.256 -2.661 -4.754
C -0.385 0.217 -2.977
H -1.198 -0.133 -4.945
H -2.202 -0.734 -3.624
H 0.611 0.436 -3.386
H -0.897 1.181 -2.859
C -1.769 -1.799 1.633
C -3.252 -2.608 2.174
H -1.769 -1.573 0.559
C -3.034 -3.664 3.188
H -3.910 -2.831 1.331
C -1.900 -3.325 4.176
H -3.973 -3.827 3.737
H -2.802 -4.620 2.694
C -0.550 -3.149 3.478
H -2.159 -2.422 4.740
H -1.811 -4.133 4.913
C -0.502 -2.139 2.294
H 0.198 -2.852 4.226
H -0.220 -4.127 3.100
H -0.032 -1.202 2.680
H 0.189 -2.548 1.538
N 0.286 1.054 3.213
C -0.597 1.093 4.025
N -1.642 1.022 4.717
C -1.773 1.189 6.020
N -2.009 1.305 7.164

***

[3]
93
Properties=species:S:1:pos:R:3 method="wB97M-V/def2-TZVPD" total_charge=+1 homo_lumo_gap_ev=9.2 largest_force_ev_per_a=1.9 multiplicity=1
C -1.445 -1.223 -1.140
C -1.682 -2.720 -1.358
C -0.464 -3.673 -1.255
F -0.100 -4.159 -2.491
C 0.820 -3.133 -0.610
C 1.610 -2.111 -1.463
S 3.135 -2.569 -2.283
O 3.565 -1.334 -2.849
O 2.892 -3.662 -3.154
C 1.760 -4.306 -0.311
O 1.095 -5.009 0.746
C 0.631 -4.037 1.622
N 0.559 -2.733 0.819
H -0.660 -0.802 -1.739
H -2.339 -0.683 -1.420
H -1.259 -0.951 -0.121
H -2.067 -2.833 -2.363
H -2.471 -3.072 -0.706
H -0.757 -4.535 -0.668
H 1.771 -1.205 -0.888
H 1.000 -1.848 -2.311
H 4.041 -2.898 -1.333
H 1.853 -5.017 -1.111
H 2.696 -3.984 0.137
H 1.206 -3.956 2.535
H -0.393 -4.311 1.832
H -0.359 -2.369 1.033
H 1.316 -2.118 1.111
C -2.128 3.417 3.178
C -1.119 3.084 2.113
C -1.686 2.958 0.717
O -0.758 2.025 0.107
C -0.242 1.282 1.087
O 0.430 0.300 0.890
O -0.551 1.751 2.290
H -1.637 3.546 4.141
H -2.656 4.334 2.933
H -2.848 2.612 3.289
H -0.289 3.793 2.134
H -1.702 3.893 0.167
H -2.683 2.513 0.707
C 3.696 1.493 -1.980
C 2.739 2.258 -1.103
C 1.946 3.341 -1.802
O 1.685 4.261 -0.730
C 2.679 4.122 0.182
O 2.867 4.859 1.091
O 3.427 3.028 -0.097
H 4.179 0.698 -1.419
H 3.168 1.048 -2.819
H 4.483 2.145 -2.359
H 2.067 1.566 -0.581
H 1.012 2.987 -2.230
H 2.528 3.853 -2.571
C 5.674 7.887 0.638
C 5.405 8.578 -0.672
C 4.017 8.356 -1.230
O 4.235 8.484 -2.642
C 5.525 8.143 -2.892
O 5.976 7.957 -3.971
O 6.218 8.035 -1.731
H 6.667 8.132 1.014
H 4.939 8.184 1.385
H 5.633 6.805 0.510
H 5.627 9.646 -0.598
H 3.291 9.088 -0.888
H 3.643 7.349 -1.024
C -6.822 -0.667 3.548
C -6.840 0.733 2.991
C -6.134 0.907 1.664
O -5.716 2.279 1.721
C -5.579 2.613 3.032
O -5.076 3.612 3.422
O -6.086 1.641 3.821
H -7.396 -0.721 4.471
H -7.253 -1.367 2.833
H -5.802 -0.974 3.781
H -7.864 1.109 2.937
H -6.778 0.741 0.805
H -5.245 0.274 1.583
C -1.276 -8.504 -2.590
C -0.970 -8.240 -1.139
C -1.813 -9.012 -0.148
O -1.820 -8.128 0.992
C -1.650 -6.882 0.537
O -1.793 -5.893 1.194
O -1.299 -6.878 -0.763
H -0.592 -7.954 -3.235
H -1.179 -9.566 -2.811
H -2.288 -8.179 -2.834
H 0.094 -8.387 -0.940
H -1.392 -9.976 0.122
H -2.842 -9.146 -0.486

***

Number 1: DFT total energy -6834.74037 a.u.. Number 2: DFT total energy -2782.35920 a.u.. Number 3: DFT total energy -2962.74797 a.u..